No. 1
Below is a single CH3OPS molecule in a non-equilibrium geometry, with properties calculated with wB97M-V/def2-TZVPD.

Its HOMO-LUMO gap is 9.758 eV. Its charge is 0. Its HOMO energy is -9.748 eV. Its structure (SMILES) is O=CPS.

Geometry as XYZ:
```
7
Properties=species:S:1:pos:R:3:forces:R:3:mulliken_charge:R:1
O 1.06069 -1.55461 1.27447 -1.13 0.63 -1.73 -0.398
C 0.63782 -0.75406 0.45302 1.94 0.89 2.73 0.088
P -1.12181 -0.06795 0.54023 0.46 1.06 0.77 0.115
S -0.99146 1.78648 -0.62041 -0.18 -0.56 0.73 -0.223
H 1.40665 -0.15642 -0.12016 -0.58 -0.57 -0.40 0.215
H -1.25580 -0.83117 -0.54034 -0.99 -1.43 -1.80 0.079
H 0.26391 1.57774 -0.98681 0.48 -0.01 -0.30 0.124
```
Positions in Å, forces in eV/Å.

=====

No. 2
Below is a single CH3PS molecule in a non-equilibrium geometry, with properties calculated with wB97M-V/def2-TZVPD.

Its HOMO-LUMO gap is 7.351 eV. Its charge is 0. Its HOMO energy is -7.666 eV. Its structure (SMILES) is [PH3]=C=S.

Geometry as XYZ:
```
6
Properties=species:S:1:pos:R:3:forces:R:3:mulliken_charge:R:1
P -0.45869 0.24955 -0.01956 -0.90 0.89 -0.52 0.138
C 1.18155 -0.49836 0.36268 0.96 -1.06 0.28 -0.159
S 1.54658 -1.83259 1.10237 0.23 -0.02 0.16 -0.160
H -0.40847 -0.05776 -1.37427 0.10 -0.11 -0.23 0.077
H -1.85596 0.58842 -0.03249 -0.43 -0.19 0.22 0.033
H -0.00500 1.55074 -0.03873 0.04 0.49 0.08 0.071
```
Positions in Å, forces in eV/Å.

=====

No. 3
Below is CH3PS3 as an isolated structure in a non-equilibrium geometry, with properties calculated with wB97M-V/def2-TZVPD.

Its HOMO-LUMO gap is 8.083 eV. Its charge is 0. Its HOMO energy is -8.644 eV.

Geometry as XYZ:
```
8
Properties=species:S:1:pos:R:3:forces:R:3:mulliken_charge:R:1
C 1.11224 0.42020 0.29471 0.03 -0.93 -1.02 0.014
P -1.57445 0.08472 -0.07996 0.24 1.72 1.67 0.263
S 0.20779 -0.92679 -0.24034 1.33 -0.55 0.22 -0.092
S 2.74093 0.28993 0.06636 0.78 2.43 1.06 -0.125
S -1.41604 1.96213 -0.29855 -0.49 0.73 -0.14 -0.323
H -2.31107 -0.53288 -0.98977 -1.32 -1.32 -1.13 0.069
H -1.93087 -0.36192 1.19879 -0.60 -0.15 -0.10 0.087
H 3.17147 -0.93539 0.04875 0.03 -1.93 -0.54 0.107
```
Positions in Å, forces in eV/Å.

=====

No. 4
Below is a single CH4BClS molecule in a non-equilibrium geometry, with properties calculated with wB97M-V/def2-TZVPD.

Its HOMO-LUMO gap is 9.466 eV. Its charge is 0. Its HOMO energy is -9.823 eV. Its structure (SMILES) is CBSCl.

Geometry as XYZ:
```
8
Properties=species:S:1:pos:R:3:forces:R:3:mulliken_charge:R:1
C -0.62585 0.18135 -0.56466 0.45 0.60 -0.63 -0.751
B 0.56457 1.10421 -1.02133 0.28 -0.24 0.49 0.249
S 1.07483 2.78736 -0.59017 -0.83 -0.69 0.63 -0.073
Cl -0.18614 3.30304 0.99012 0.20 -0.02 -0.72 -0.180
H -1.61253 0.63462 -0.66192 0.06 0.20 0.79 0.271
H -0.25124 0.00435 0.45790 -0.82 -0.11 0.14 0.271
H -0.71266 -0.77688 -1.08742 0.50 0.17 0.08 0.260
H 1.52895 0.58799 -1.47219 0.16 0.09 -0.77 -0.047
```
Positions in Å, forces in eV/Å.

=====

No. 5
Below is a 2-piece molecular cluster, CH4BNO2 overall in a non-equilibrium geometry, with properties calculated with wB97M-V/def2-TZVPD.

Its HOMO-LUMO gap is 10.528 eV. Its charge is 0. Its HOMO energy is -10.099 eV. Its structure (SMILES) is C#[N+][O-].BO.

Geometry as XYZ:
```
9
Properties=species:S:1:pos:R:3:forces:R:3:mulliken_charge:R:1
C 1.34709 -2.22021 -0.74700 -2.52 -1.35 -1.01 -0.197
N 0.30656 -2.60832 -1.15231 2.22 2.39 0.85 0.433
O -0.80617 -2.59555 -1.56544 -0.88 -0.89 -0.30 -0.582
H 2.32792 -2.35123 -0.44400 1.21 -0.19 0.45 0.360
B -0.96721 1.15580 0.43870 -0.16 -0.71 2.67 0.229
O 0.10729 0.40132 0.08743 0.18 1.49 -2.20 -0.427
H -1.21041 1.12479 1.64117 0.19 -0.19 -0.53 -0.081
H -1.75085 1.80845 -0.12774 0.17 0.32 -1.27 -0.065
H 0.38491 0.64999 -0.84250 -0.41 -0.86 1.34 0.331
```
Positions in Å, forces in eV/Å.

=====

No. 6
Below is a 2-piece molecular cluster, CH4Br2N3O overall in a non-equilibrium geometry, with properties calculated with wB97M-V/def2-TZVPD.

Its HOMO-LUMO gap (alpha / beta) is 7.623 / 7.454 eV. Its charge is +1. Its HOMO energy (alpha / beta) is -14.435 / -14.401 eV.

Geometry as XYZ:
```
11
Properties=species:S:1:pos:R:3:forces:R:3:mulliken_charge:R:1
C 1.71422 0.63092 -0.39645 -0.79 -0.72 -0.12 0.600
N 1.74716 -0.10125 -1.33006 0.42 0.02 -0.25 -0.271
N -0.35479 -0.87357 0.77612 1.75 -0.22 1.20 -0.326
N -0.96289 0.34101 1.17761 -3.51 0.54 0.98 -0.117
O 1.38576 1.20565 0.57669 0.88 0.70 -0.04 -0.579
Br -1.36352 -0.91934 -2.46861 -0.09 -0.42 0.53 -0.077
Br -1.19209 -2.05760 -0.12126 -1.31 0.24 -1.19 0.394
H 2.25340 -0.41366 -2.13929 0.13 0.30 0.25 0.267
H -0.18491 0.87258 1.47960 1.72 1.03 0.06 0.339
H -1.41783 0.87647 0.41900 0.17 -0.24 -0.10 0.372
H -1.62451 0.43879 2.02665 0.62 -1.23 -1.33 0.397
```
Positions in Å, forces in eV/Å.

=====

Going through the records in order, we get relative energy (zero: lowest compared OMol25 entry of this formula, charge and spin) values of 24.03 74.33 41.61 0.00 28.68 42.66 kcal/mol.